The following is a quantum chemistry calculation of C38H50DyN3O2PS as an isolated structure in a non-equilibrium geometry, from the OMol25 dataset.

```
96
Properties=species:S:1:pos:R:3:forces:R:3:lowdin_spin:R:1
Dy -0.177 0.125 -0.223 -2.1 -2.0 1.0 5.16
C -0.397 -1.504 2.688 -0.7 -0.2 -0.3 0.00
C 0.493 -0.830 3.564 -0.9 0.0 -0.3 0.00
C -0.271 -0.294 4.620 1.4 0.0 -0.1 0.00
C -1.590 -0.675 4.415 -0.7 0.4 0.7 0.00
C -1.700 -1.422 3.274 0.2 -0.2 -1.2 0.00
H -0.211 -2.130 1.808 0.4 0.0 0.3 0.00
H 1.532 -0.718 3.384 0.8 0.1 0.0 0.00
H 0.129 0.272 5.456 -0.1 0.0 -0.1 0.00
H -2.427 -0.387 5.006 -0.5 0.2 0.6 0.00
H -2.643 -1.804 2.895 0.2 -0.1 -0.1 0.00
N -0.227 4.066 -1.370 -0.1 1.8 -0.1 0.00
C -0.845 2.948 -1.000 0.9 -2.1 -2.3 0.00
O -0.479 1.795 -1.499 -0.2 3.8 -0.3 0.00
C -2.002 2.979 -0.111 -1.3 0.8 0.3 -0.01
C -1.919 1.815 0.834 -0.1 -1.4 0.1 -0.10
H 0.413 4.117 -2.172 -0.4 -0.5 0.9 0.00
H -0.514 4.995 -0.964 0.3 -1.8 -0.5 0.00
H -2.940 3.026 -0.784 1.4 -0.3 0.9 0.00
H -1.958 3.923 0.443 -0.2 0.3 -0.2 0.00
H -2.918 1.464 1.150 0.5 0.1 0.0 0.00
H -1.322 2.115 1.710 -0.3 -0.3 -0.1 -0.01
C 3.233 1.063 -1.990 0.4 1.1 -0.6 0.00
C 3.593 -0.424 -2.029 0.5 -0.1 0.7 0.00
C 3.691 -0.917 -3.484 0.7 0.1 0.5 0.00
P 2.443 -1.389 -0.847 -0.4 0.4 -0.2 0.00
C 3.697 -2.301 0.193 -1.0 -0.7 -0.5 0.00
C 3.117 -3.612 0.766 0.2 -0.1 0.8 0.00
C 4.238 -1.443 1.282 0.0 1.6 1.7 0.00
C 1.681 -2.671 -1.859 0.2 -0.9 -0.9 0.00
C 2.514 -3.613 -2.461 -1.1 -1.3 -0.9 0.00
C 1.980 -4.652 -3.256 0.1 0.0 0.9 0.00
C 2.875 -5.795 -3.723 -0.3 0.4 1.2 0.00
C 0.574 -4.704 -3.488 2.0 -0.1 -0.3 0.00
C -0.245 -3.744 -2.980 -0.1 0.0 0.1 0.00
C 0.276 -2.744 -2.149 0.5 1.8 0.1 0.00
N -0.514 -1.704 -1.739 1.2 0.8 1.2 -0.01
C -1.726 -1.418 -2.301 -2.4 -0.2 -1.0 0.00
C -2.927 -1.545 -1.505 2.1 0.0 -0.3 0.00
C -2.789 -1.842 -0.042 1.2 -0.2 0.4 0.00
C -4.169 -1.359 -2.057 0.1 0.2 0.2 0.00
C -4.337 -1.036 -3.378 1.3 0.1 -1.3 0.00
C -5.664 -1.029 -4.026 -0.8 0.6 -0.5 0.00
C -3.198 -0.834 -4.179 -0.1 0.0 1.3 0.00
C -1.892 -0.973 -3.651 -1.2 -0.2 0.0 0.00
C -0.774 -0.718 -4.608 0.5 -0.5 -0.8 0.00
H 3.929 1.715 -2.571 -0.2 -0.7 0.0 0.00
H 3.207 1.568 -1.025 0.0 -0.6 0.3 0.00
H 2.256 1.240 -2.439 -0.3 -0.1 -0.1 0.00
H 4.625 -0.541 -1.578 -1.0 0.1 -0.4 0.00
H 2.807 -0.857 -4.101 -0.6 0.2 0.2 0.00
H 4.058 -1.937 -3.562 0.0 0.0 0.1 0.00
H 4.445 -0.278 -3.931 0.2 0.2 -0.4 0.00
H 4.522 -2.479 -0.470 0.5 -0.6 -0.6 0.00
H 2.500 -3.349 1.650 -0.1 -0.2 -0.6 0.00
H 3.917 -4.255 1.197 -0.2 0.4 -0.4 0.00
H 2.543 -4.228 0.058 0.2 0.4 0.3 0.00
H 3.517 -0.757 1.795 0.1 -0.8 -0.5 0.00
H 5.018 -0.763 0.945 0.2 0.0 -0.2 0.00
H 4.674 -2.054 2.078 0.1 -0.1 -0.1 0.00
H 3.603 -3.584 -2.390 -0.3 0.0 0.4 0.00
H 2.927 -5.728 -4.781 0.6 -0.2 -1.2 0.00
H 2.362 -6.723 -3.493 0.1 -0.3 0.0 0.00
H 3.881 -5.837 -3.225 -0.9 0.3 -0.6 0.00
H 0.200 -5.467 -4.163 -0.1 -0.1 0.1 0.00
H -1.295 -3.713 -3.234 -0.1 0.0 0.1 0.00
H -3.723 -1.571 0.410 -0.4 0.0 0.6 0.00
H -2.011 -1.181 0.455 -1.2 -1.0 -0.2 0.00
H -2.526 -2.903 0.229 -0.2 1.0 -0.4 0.00
H -5.019 -1.456 -1.417 -0.6 -0.1 0.3 0.00
H -6.441 -0.784 -3.315 -0.3 -0.2 0.3 0.00
H -5.870 -2.015 -4.462 -0.2 0.3 -0.1 0.00
H -5.762 -0.232 -4.789 0.2 -0.6 0.1 0.00
H -3.399 -0.532 -5.209 0.5 -0.1 0.1 0.00
H -0.702 0.342 -4.911 0.2 -0.2 0.6 0.00
H -1.022 -1.217 -5.577 0.3 0.1 0.7 0.00
H 0.187 -1.127 -4.234 -0.5 0.5 -0.3 0.00
N 2.181 1.792 1.529 -1.9 -2.5 -2.3 0.00
C 1.542 1.030 0.864 3.7 4.0 3.5 -0.02
C 1.433 4.447 3.548 0.3 1.2 -0.2 0.00
S -0.283 4.568 2.952 -0.3 0.0 -0.5 0.00
O -0.395 5.810 2.099 0.2 -0.3 0.5 0.00
C -1.158 4.856 4.500 0.7 0.0 -0.7 0.00
C -1.432 6.132 4.926 0.5 0.3 1.0 0.00
C -2.069 6.258 6.177 0.1 0.9 -1.1 0.00
C -2.550 5.144 6.822 0.8 -0.5 0.4 0.00
C -2.187 3.857 6.388 -0.7 0.7 1.1 0.00
C -1.493 3.726 5.229 -0.2 -0.4 -0.9 0.00
H 1.915 5.432 3.270 -0.6 -0.9 0.4 0.00
H 1.873 3.659 2.931 0.1 -0.1 0.4 0.00
H 1.484 4.279 4.639 0.0 -0.1 -0.7 0.00
H -1.001 6.993 4.404 -0.4 -0.3 0.0 0.00
H -2.158 7.265 6.598 -0.3 -0.4 -0.1 0.00
H -3.068 5.273 7.746 -0.3 0.0 0.5 0.00
H -2.406 2.982 6.991 -0.3 0.1 -0.2 0.00
H -1.342 2.732 4.835 0.5 -0.2 -0.2 0.00
```
Forces are in eV/Å.

The value obtained for the lowest unoccupied orbital energy (alpha / beta) is 2.2 / 2.2 eV. The value obtained for the HOMO energy (alpha / beta) is -0.1206 / -0.1209 Ha. For the total energy, the calculation gives -3417.250939 a.u. The spin multiplicity is 6. Its charge is -1. Its relative energy (zero: lowest compared OMol25 entry of this formula, charge and spin) is 1.144 eV.